135
Properties=species:S:1:pos:R:3 method="wB97M-V/def2-TZVPD" gap_ev=8.19 fmax_ev_per_a=11.96 e_tot_ha=-2412.536470 lumo_ev=0.35 spin_multiplicity=1
C -1.014 -3.312 -5.904
C -1.418 -4.141 -7.135
O -0.337 -4.683 -7.791
H -0.176 -2.728 -6.286
H -0.754 -3.970 -5.075
H -1.781 -2.627 -5.541
H -1.916 -3.510 -7.872
H -2.087 -4.905 -6.739
H 0.018 -4.140 -8.498
C -2.283 -4.792 0.075
C -1.648 -6.180 0.257
O -0.563 -6.013 -0.614
H -1.499 -4.141 0.462
H -3.065 -4.619 0.814
H -2.885 -4.740 -0.832
H -2.391 -6.960 0.089
H -1.332 -6.103 1.297
H 0.237 -6.415 -0.267
C -2.473 1.931 4.009
C -1.207 2.684 3.547
O -0.069 1.949 3.803
H -3.305 2.491 3.583
H -2.523 2.053 5.091
H -2.508 0.863 3.794
H -1.062 3.662 4.006
H -1.274 2.864 2.475
H -0.154 1.216 3.190
C 1.512 -0.733 -2.919
C 2.315 0.125 -1.930
O 3.568 0.370 -2.604
H 1.676 -0.447 -3.958
H 0.457 -0.561 -2.706
H 1.832 -1.775 -2.906
H 2.325 -0.308 -0.930
H 1.828 1.082 -1.742
H 4.026 0.901 -1.949
C -2.582 -0.269 -3.929
C -2.053 -1.128 -2.832
O -1.836 -0.335 -1.682
H -1.813 0.271 -4.481
H -3.176 0.578 -3.583
H -3.256 -0.943 -4.458
H -1.079 -1.409 -3.231
H -2.550 -2.075 -2.619
H -0.968 -0.458 -1.291
C -0.034 -1.336 3.832
C -1.179 -0.324 3.791
O -0.934 0.474 2.589
H 0.006 -1.871 2.883
H -0.353 -2.069 4.573
H 0.960 -0.933 4.028
H -1.215 0.263 4.709
H -2.148 -0.810 3.682
H -1.461 0.013 1.933
C -0.565 4.457 -0.371
C -1.441 5.625 -0.817
O -1.014 6.773 -0.135
H -1.064 3.567 0.013
H 0.116 4.734 0.434
H 0.023 4.093 -1.214
H -2.514 5.456 -0.727
H -1.204 5.862 -1.854
H -0.143 7.055 -0.423
C -1.708 7.818 3.099
O -0.348 7.578 2.834
C 0.165 8.416 1.810
C 1.588 7.883 1.345
N 1.609 6.480 0.995
C 2.962 6.053 0.769
C 2.908 4.541 0.390
O 2.810 3.883 1.620
C 1.787 2.958 1.784
H -1.948 8.680 3.722
H -1.985 7.066 3.838
H -2.328 7.836 2.203
H 0.171 9.413 2.251
H -0.515 8.443 0.958
H 2.348 8.148 2.080
H 1.818 8.558 0.521
H 1.209 5.979 1.776
H 3.457 6.102 1.739
H 3.376 6.629 -0.058
H 3.830 4.219 -0.095
H 2.054 4.378 -0.268
H 0.896 3.532 2.038
H 2.073 2.555 2.756
H 1.690 2.151 1.058
C -0.993 -5.620 3.421
O -0.359 -5.029 2.286
C 0.464 -3.866 2.535
C 0.733 -3.159 1.213
N 1.611 -3.965 0.377
C 3.050 -3.508 0.456
C 3.396 -2.365 -0.548
O 2.708 -1.167 -0.209
C 3.311 -0.525 0.929
H -0.340 -5.884 4.253
H -1.598 -6.458 3.075
H -1.641 -4.847 3.833
H 1.292 -4.171 3.175
H 0.061 -3.165 3.266
H 0.778 -2.073 1.289
H -0.187 -3.345 0.659
H 1.327 -4.927 0.501
H 3.849 -4.239 0.335
H 3.359 -3.163 1.442
H 3.036 -2.727 -1.512
H 4.466 -2.161 -0.578
H 4.366 -0.287 0.794
H 3.010 -0.909 1.904
H 2.983 0.514 0.888
C -1.154 -5.471 -3.422
O 0.066 -4.955 -2.912
C 0.122 -3.510 -2.693
C -0.603 -2.999 -1.401
N -0.073 -1.761 -1.078
C -0.754 -1.150 0.039
C -0.221 0.137 0.566
O -1.238 1.085 0.954
C -0.769 2.466 0.913
H -1.824 -5.426 -2.564
H -1.169 -6.459 -3.884
H -1.509 -4.851 -4.244
H -0.092 -2.954 -3.606
H 1.183 -3.339 -2.508
H -0.411 -3.776 -0.660
H -1.659 -2.948 -1.665
H 0.902 -1.820 -0.820
H -0.782 -1.807 0.908
H -1.818 -1.071 -0.183
H 0.561 0.527 -0.086
H 0.216 -0.287 1.471
H -1.456 2.940 1.614
H -0.938 2.847 -0.094
H 0.234 2.676 1.285

---

145
Properties=species:S:1:pos:R:3 method="wB97M-V/def2-TZVPD" gap_ev="8.04 / 4.38" fmax_ev_per_a=1.90 e_tot_ha=-3019.416714 lumo_ev="-0.82 / -4.48" spin_multiplicity=2
Ag 7.600 14.505 -17.605
N 4.453 13.757 -16.115
O 3.438 14.391 -16.368
O 5.467 13.768 -16.793
O 4.429 13.101 -15.044
N 8.519 11.094 -17.202
O 9.731 11.217 -16.920
O 7.962 9.994 -17.348
O 7.812 12.133 -17.342
C 12.534 6.918 -17.462
C 12.851 8.305 -16.925
C 14.341 8.593 -16.963
O 15.042 7.724 -16.080
C 16.426 8.030 -16.122
N 12.080 9.271 -17.717
H 11.461 6.735 -17.442
H 13.110 6.145 -16.955
H 12.840 6.856 -18.513
H 12.453 8.289 -15.905
H 14.526 9.624 -16.638
H 14.724 8.435 -17.977
H 16.912 7.352 -15.422
H 16.577 9.039 -15.724
H 16.839 7.916 -17.125
H 11.749 10.060 -17.167
H 11.184 8.865 -17.975
C 11.690 16.558 -18.399
C 10.367 15.791 -18.539
C 10.621 14.402 -19.139
O 9.345 13.775 -19.263
C 9.366 12.596 -20.052
N 9.707 15.639 -17.239
H 12.217 16.217 -17.509
H 11.469 17.623 -18.306
H 12.344 16.429 -19.262
H 9.699 16.297 -19.239
H 11.156 13.775 -18.412
H 11.247 14.318 -20.031
H 8.397 12.126 -20.175
H 10.021 11.867 -19.563
H 9.696 12.818 -21.073
H 10.274 14.961 -16.689
H 9.784 16.482 -16.677
C 13.548 12.773 -16.089
C 12.673 13.464 -15.047
C 13.213 14.868 -14.764
O 14.354 14.765 -13.932
C 14.889 16.009 -13.537
N 11.337 13.686 -15.667
H 13.393 11.696 -16.048
H 14.601 12.988 -15.897
H 13.354 13.086 -17.114
H 12.539 12.922 -14.110
H 12.492 15.530 -14.266
H 13.508 15.347 -15.706
H 15.812 15.785 -13.001
H 14.252 16.502 -12.796
H 15.113 16.614 -14.417
H 10.906 12.771 -15.816
H 10.759 14.151 -14.965
C 9.916 9.759 -11.675
C 10.447 10.238 -13.039
C 11.453 9.317 -13.706
O 12.571 9.166 -12.884
C 13.670 8.577 -13.538
N 9.293 10.588 -13.897
H 9.269 10.511 -11.220
H 10.720 9.669 -10.937
H 9.390 8.805 -11.700
H 10.992 11.163 -12.815
H 11.673 9.727 -14.702
H 10.946 8.353 -13.866
H 14.024 9.247 -14.334
H 13.430 7.623 -14.014
H 14.491 8.460 -12.835
H 9.565 10.320 -14.847
H 9.240 11.595 -14.027
C 9.449 5.098 -22.000
C 10.272 6.217 -21.375
C 10.034 6.320 -19.863
O 8.660 6.577 -19.641
C 8.420 7.033 -18.325
N 11.720 6.097 -21.649
H 9.583 5.152 -23.082
H 8.404 5.263 -21.740
H 9.737 4.106 -21.652
H 9.924 7.140 -21.852
H 10.584 7.182 -19.471
H 10.302 5.404 -19.330
H 9.059 7.862 -18.019
H 8.506 6.219 -17.592
H 7.363 7.299 -18.291
H 12.182 6.812 -21.099
H 11.879 6.260 -22.633
C 4.571 10.762 -17.767
C 4.719 9.326 -18.270
C 4.868 8.424 -17.059
O 4.839 7.054 -17.434
C 4.849 6.192 -16.338
N 3.500 8.942 -19.034
H 3.647 10.755 -17.184
H 4.566 11.449 -18.616
H 5.447 11.090 -17.204
H 5.613 9.273 -18.892
H 4.032 8.559 -16.355
H 5.812 8.631 -16.535
H 4.924 5.161 -16.678
H 3.971 6.310 -15.690
H 5.714 6.389 -15.687
H 3.355 7.958 -18.806
H 2.723 9.388 -18.545
C 6.208 8.302 -21.730
C 7.122 9.483 -21.892
C 6.461 10.858 -21.704
O 5.328 11.046 -22.549
C 5.589 10.841 -23.917
N 8.283 9.448 -20.985
H 5.266 8.413 -22.279
H 5.877 8.139 -20.705
H 6.698 7.401 -22.104
H 7.557 9.538 -22.896
H 7.136 11.666 -22.003
H 6.165 10.979 -20.659
H 4.795 11.342 -24.463
H 5.657 9.785 -24.189
H 6.548 11.303 -24.188
H 8.771 8.561 -20.962
H 7.902 9.517 -20.039
C 4.634 10.815 -10.315
C 5.807 11.678 -10.754
C 6.460 11.221 -12.055
O 5.518 11.305 -13.114
C 5.939 10.638 -14.271
N 5.397 13.078 -10.955
H 4.931 9.810 -10.003
H 3.845 10.688 -11.057
H 4.136 11.173 -9.408
H 6.569 11.606 -9.969
H 6.805 10.184 -12.013
H 7.319 11.874 -12.241
H 6.749 11.115 -14.831
H 5.102 10.498 -14.957
H 6.267 9.607 -14.080
H 6.217 13.670 -10.804
H 4.861 13.418 -10.153